# 1
C29H40BrCl18F3NO | ωB97M-V/def2-TZVPD

```
! wB97M-V def2-TZVPD RIJCOSX def2/J DEFGRID3
* xyz 1 1
C -0.79 -4.23 0.02
C -0.13 -4.13 -1.01
C 0.68 -4.04 -2.34
C 0.35 -2.63 -2.92
C -1.01 -2.20 -3.31
C -2.26 -3.12 -3.20
F -2.91 -2.87 -2.01
F -3.16 -2.74 -4.19
F -2.01 -4.45 -3.39
C -1.21 -0.85 -3.80
N -0.20 0.09 -3.92
C -0.49 1.47 -4.38
C -1.93 2.00 -4.03
C -2.36 1.91 -2.50
C -1.19 1.91 -1.46
C -1.88 1.86 0.00
C -1.50 3.08 0.91
C 0.05 2.98 1.24
C 1.11 -0.29 -3.59
C 2.34 0.68 -3.74
C 2.93 1.20 -2.38
O 3.92 1.88 -2.40
Br 2.14 0.77 -0.64
C 1.43 -1.64 -3.09
C 2.86 -1.94 -2.73
C 4.00 -2.30 -2.47
H -1.48 -4.06 0.86
H 0.27 -4.83 -3.01
H 1.75 -4.17 -2.05
H -2.26 -0.58 -4.09
H -0.44 1.44 -5.51
H 0.25 2.23 -4.05
H -2.74 1.54 -4.66
H -1.95 3.10 -4.29
H -3.01 2.80 -2.25
H -2.97 0.97 -2.37
H -0.49 2.78 -1.57
H -0.54 0.99 -1.50
H -1.58 0.88 0.49
H -2.99 1.82 -0.14
H -2.07 2.94 1.88
H -1.80 4.02 0.38
H 0.28 3.48 2.20
H 0.27 1.88 1.38
H 0.67 3.43 0.43
H 2.11 1.51 -4.46
H 3.15 0.08 -4.25
H 5.09 -2.46 -2.37
C -5.03 -3.21 0.35
Cl -5.61 -4.48 1.43
Cl -4.65 -1.73 1.25
H -4.13 -3.56 -0.15
H -5.80 -2.98 -0.38
C -0.74 4.08 5.00
Cl -0.59 2.39 4.49
Cl -2.25 4.79 4.43
H -0.71 4.12 6.08
H 0.09 4.65 4.58
C -6.53 -3.03 4.53
Cl -8.22 -2.73 4.10
Cl -5.81 -1.63 5.33
H -6.48 -3.88 5.20
H -5.97 -3.23 3.62
C 3.95 -4.69 0.47
Cl 3.73 -3.06 -0.19
Cl 2.47 -5.64 0.36
H 4.74 -5.20 -0.10
H 4.24 -4.62 1.51
C 1.50 -5.97 4.35
Cl 2.23 -4.43 3.88
Cl 2.03 -7.28 3.29
H 1.79 -6.20 5.37
H 0.42 -5.88 4.28
C 6.81 -7.92 0.59
Cl 6.58 -6.28 -0.06
Cl 5.32 -8.86 0.48
H 7.58 -8.42 0.01
H 7.10 -7.84 1.63
C 3.24 5.53 0.83
Cl 2.60 4.85 2.32
Cl 3.44 7.28 0.95
H 4.20 5.08 0.61
H 2.54 5.32 0.02
C -4.12 5.77 -0.85
Cl -3.79 5.42 0.85
Cl -2.62 5.85 -1.80
H -4.74 4.97 -1.26
H -4.63 6.72 -0.93
C 3.67 8.73 4.72
Cl 2.51 9.64 5.69
Cl 3.47 6.99 4.92
H 3.53 8.98 3.67
H 4.68 9.01 5.02
*
```

Its frontier orbital gap is 7.645 eV.

---

# 2
C3H8I2NO | ωB97M-V/def2-TZVPD

```
! wB97M-V def2-TZVPD RIJCOSX def2/J DEFGRID3
* xyz 1 1
C 0.36 2.33 0.30
C 0.16 -1.86 0.51
C -0.38 1.19 -0.09
N 1.18 -2.72 0.58
O -0.76 -1.83 1.40
I -3.53 -0.01 2.61
I -2.15 1.35 -1.08
H -0.14 2.80 1.06
H 1.36 2.09 0.65
H 0.63 3.14 -0.39
H 0.13 -0.88 -0.05
H -3.74 1.41 1.92
H 1.22 -3.20 1.50
H 1.75 -2.83 -0.18
H -1.45 -1.07 1.21
*
```

Its energy above the lowest of the compared OMol25 structures with the same formula, charge and spin is 83.1 kcal per mole. Its frontier orbital gap is 7.544 eV.

---

# 3
C6H15N | ωB97M-V/def2-TZVPD

```
! wB97M-V def2-TZVPD RIJCOSX def2/J DEFGRID3
* xyz 0 1
C -1.31 -0.61 2.33
C -0.98 0.33 1.14
N 0.23 -0.15 0.44
C 1.39 0.67 0.70
C -0.02 -0.42 -0.99
C -0.37 0.85 -1.79
C 1.09 -1.16 -1.70
H -2.40 -0.66 2.46
H -0.95 -1.61 2.16
H -0.98 -0.21 3.29
H -1.85 0.31 0.49
H -0.78 1.31 1.57
H 1.47 0.83 1.78
H 2.31 0.13 0.45
H 1.36 1.64 0.20
H -0.95 -0.99 -0.93
H -0.78 1.60 -1.11
H 0.49 1.36 -2.25
H -1.11 0.69 -2.57
H 1.91 -0.44 -1.84
H 1.50 -1.99 -1.14
H 0.73 -1.49 -2.68
*
```

Its energy above the lowest of the compared OMol25 structures with the same formula, charge and spin is 23.5 kcal per mole. Its frontier orbital gap is 9.284 eV. The SMILES is CCN(C)C(C)C.

---

# 4
C23H29N3O5 | ωB97M-V/def2-TZVPD

```
! wB97M-V def2-TZVPD RIJCOSX def2/J DEFGRID3
* xyz 0 1
O -3.13 -0.76 -1.46
C -1.91 -0.79 -1.43
C -1.13 -0.31 -2.65
C -1.72 1.04 -3.08
C -1.58 2.04 -1.99
N -2.30 3.09 -1.78
N -1.80 3.70 -0.68
C -0.81 2.99 -0.27
C 0.05 3.22 0.92
C 1.45 2.73 0.65
C 2.31 3.48 -0.13
C 3.59 3.03 -0.46
C 3.96 1.79 0.02
C 3.09 1.03 0.80
C 1.83 1.47 1.13
O 3.70 -0.16 1.12
C 4.99 -0.10 0.56
O 5.13 1.11 -0.16
O -0.60 1.92 -1.06
N -1.23 -1.26 -0.36
C 0.21 -1.35 -0.25
C 0.78 -2.55 -1.01
C 2.31 -2.70 -0.94
C 2.13 -4.19 -0.62
C 0.63 -3.94 -0.37
C -2.01 -1.59 0.82
C -1.91 -0.50 1.90
C -3.08 -0.60 2.89
C -4.15 0.28 2.24
C -3.38 1.10 1.19
O -2.00 0.80 1.36
H -0.07 -0.20 -2.46
H -1.28 -1.03 -3.45
H -2.78 0.94 -3.30
H -1.21 1.41 -3.98
H 0.03 4.29 1.15
H -0.39 2.67 1.76
H 1.99 4.44 -0.49
H 4.26 3.62 -1.06
H 1.16 0.88 1.73
H 5.13 -0.95 -0.12
H 5.74 -0.14 1.36
H 0.46 -1.46 0.80
H 0.68 -0.43 -0.60
H 0.42 -2.54 -2.04
H 2.86 -2.47 -1.85
H 2.74 -2.14 -0.11
H 2.70 -4.57 0.23
H 2.31 -4.84 -1.48
H -0.06 -4.62 -0.86
H 0.39 -3.89 0.69
H -1.67 -2.55 1.23
H -3.05 -1.69 0.49
H -0.93 -0.55 2.40
H -2.78 -0.18 3.86
H -3.40 -1.62 3.04
H -4.91 -0.33 1.75
H -4.64 0.93 2.97
H -3.48 2.18 1.31
H -3.69 0.83 0.17
*
```

Its energy above the lowest of the compared OMol25 structures with the same formula, charge and spin is 61.3 kcal per mole. Its frontier orbital gap is 8.897 eV. The SMILES is O=C(CCc1nnc(Cc2ccc3c(c2)OCO3)o1)N(CC1CCC1)C[C@@H]1CCCO1.

---

# 5
C6H16N2 | ωB97M-V/def2-TZVPD

```
! wB97M-V def2-TZVPD RIJCOSX def2/J DEFGRID3
* xyz 0 1
C -2.04 0.04 1.64
C -1.97 0.10 0.29
C -2.81 0.97 -0.63
C -1.91 2.14 -1.22
H -1.57 -0.72 2.26
H -2.57 0.86 2.16
H -1.23 -0.53 -0.21
H -3.12 0.40 -1.47
H -3.69 1.37 -0.11
H -1.00 1.82 -1.71
H -2.49 2.70 -1.94
H -1.58 2.87 -0.46
C 2.18 -2.43 0.13
N 1.85 -1.17 0.79
C 1.51 -0.17 -0.18
N 2.64 0.64 -0.61
H 2.29 -3.19 0.98
H 1.45 -2.88 -0.54
H 3.16 -2.38 -0.35
H 1.10 -1.35 1.47
H 0.84 0.50 0.35
H 0.85 -0.63 -0.96
H 3.19 0.87 0.23
H 3.33 0.06 -1.09
*
```

Its energy above the lowest of the compared OMol25 structures with the same formula, charge and spin is 46.3 kcal per mole. Its frontier orbital gap is 10.099 eV. The SMILES is C=CCC.CNCN.

---

# 6
C3H8N2OS | ωB97M-V/def2-TZVPD

```
! wB97M-V def2-TZVPD RIJCOSX def2/J DEFGRID3
* xyz 0 3
C 1.33 -0.15 -0.91
C 0.93 1.14 -0.12
C -0.76 -0.76 0.57
N 0.11 -0.87 -0.98
N -2.13 -0.47 0.47
O 1.00 0.21 2.31
S -0.01 0.66 1.37
H 1.82 0.26 -1.87
H 2.09 -0.69 -0.40
H 1.74 1.81 0.20
H 0.24 1.57 -0.77
H -0.49 -1.72 1.02
H -0.56 -0.44 -1.67
H -2.35 0.44 -0.05
H -2.96 -1.00 0.84
*
```

Its energy above the lowest of the compared OMol25 structures with the same formula, charge and spin is 97.7 kcal per mole. As for the expectation value of S²: 2.018. Its frontier orbital gap (alpha / beta) is 4.611 / 5.720 eV.

---

- Which formula does entry 3 have?
  C6H15N